(1)
Here is a cluster of 2 separate species, C2H3P in total at a distorted geometry from the OMol25 dataset. Energies are from ωB97M-V/def2-TZVPD.

CARTESIAN COORDINATES (ANGSTROEM)
C (0.133, 0.394, -0.525)
C (0.529, 0.953, -1.532)
P (-0.667, -0.780, 2.404)
H (1.002, 1.297, -2.366)
H (-1.044, -2.069, 1.701)
H (0.047, 0.205, 0.318)

Force components x, y, z for each atom (eV/Å):
C 2.842 4.970 -15.327
C -1.418 -2.158 3.407
P -0.527 -1.543 -0.290
H 0.627 0.805 -1.837
H 0.399 1.360 0.719
H -1.922 -3.435 13.329

Calculated total energy in eV: -11404.5140
E_HOMO (spin up / spin down) in eV: -9.009 / -9.056
Energy relative to the best compared isomer or geometry (same formula, charge and spin) in eV: 4.224
Max |F| in hartree/bohr: 0.3182
LUMO energy (spin up / spin down) in eV: -1.66 / -1.60
Kohn-Sham gap (spin up / spin down) in eV: 7.4 / 7.5

The computed natural (NBO) charges, all in e, follow:
1 C -0.1638
2 C -0.1969
3 P 0.0970
4 H 0.2184
5 H -0.0864
6 H 0.1318



(2)
Here is a cluster of 7 separate species, C25H57FN2O22S7 in total at a distorted geometry from the OMol25 dataset. Energies are from ωB97M-V/def2-TZVPD.

CARTESIAN COORDINATES (ANGSTROEM)
O (-4.093, 4.310, 6.067)
C (-4.129, 4.397, 4.874)
O (-4.293, 3.235, 4.145)
C (-3.025, 2.627, 3.783)
C (-3.222, 1.061, 3.929)
F (-2.155, 0.466, 4.662)
O (-3.940, 5.635, 4.322)
C (-4.547, 5.804, 3.031)
C (-3.405, 6.321, 2.055)
S (-2.835, 7.925, 2.755)
C (-1.244, 8.322, 2.038)
N (-0.427, 7.652, 1.238)
N (0.650, 8.475, 1.039)
C (0.444, 9.581, 1.724)
O (-0.776, 9.575, 2.385)
H (-2.852, 2.836, 2.697)
H (-2.166, 2.986, 4.398)
H (-3.304, 0.655, 2.896)
H (-4.196, 0.885, 4.458)
H (-5.304, 6.637, 3.089)
H (-5.082, 4.919, 2.624)
H (-2.611, 5.532, 2.091)
H (-3.771, 6.495, 1.018)
H (1.140, 10.435, 1.793)
C (-0.081, 2.109, -2.071)
C (-0.259, 1.516, -0.685)
O (0.346, 2.327, 0.329)
S (-0.375, 3.704, 0.735)
C (0.592, 4.064, 2.166)
O (-1.724, 3.417, 1.146)
O (-0.086, 4.688, -0.261)
H (-0.614, 3.054, -2.169)
H (-0.464, 1.428, -2.834)
H (0.974, 2.310, -2.270)
H (-1.316, 1.349, -0.459)
H (0.235, 0.544, -0.645)
H (0.408, 3.304, 2.923)
H (0.282, 5.043, 2.531)
H (1.642, 4.089, 1.884)
C (0.348, -2.579, -0.735)
C (-0.965, -3.048, -0.133)
O (-0.907, -3.093, 1.301)
S (-0.931, -1.706, 2.107)
C (-1.155, -2.379, 3.723)
O (-2.112, -0.975, 1.746)
O (0.372, -1.114, 2.047)
H (0.558, -1.543, -0.467)
H (0.316, -2.643, -1.824)
H (1.177, -3.184, -0.365)
H (-1.797, -2.422, -0.464)
H (-1.170, -4.065, -0.474)
H (-2.129, -2.861, 3.777)
H (-1.104, -1.553, 4.430)
H (-0.354, -3.089, 3.921)
C (4.916, 2.900, 5.639)
C (6.082, 2.835, 4.669)
O (5.771, 2.059, 3.503)
S (4.788, 2.694, 2.407)
C (5.042, 1.487, 1.144)
O (5.329, 3.948, 1.968)
O (3.437, 2.581, 2.870)
H (4.073, 3.440, 5.207)
H (5.207, 3.412, 6.557)
H (4.566, 1.896, 5.885)
H (6.414, 3.836, 4.383)
H (6.925, 2.344, 5.157)
H (6.074, 1.539, 0.804)
H (4.362, 1.722, 0.327)
H (4.811, 0.503, 1.548)
C (-3.770, -7.935, -3.057)
C (-3.250, -9.005, -2.118)
O (-1.881, -8.776, -1.742)
S (-1.564, -7.596, -0.704)
C (0.128, -8.003, -0.402)
O (-2.313, -7.819, 0.498)
O (-1.604, -6.340, -1.397)
H (-3.815, -6.963, -2.564)
H (-4.774, -8.180, -3.404)
H (-3.111, -7.829, -3.921)
H (-3.879, -9.091, -1.228)
H (-3.278, -9.969, -2.626)
H (0.179, -8.969, 0.095)
H (0.541, -7.226, 0.239)
H (0.659, -8.023, -1.352)
C (-5.599, -10.908, -8.520)
C (-5.065, -11.972, -7.579)
O (-3.697, -11.735, -7.217)
S (-3.378, -10.546, -6.188)
C (-1.681, -10.942, -5.898)
O (-4.117, -10.769, -4.977)
O (-3.433, -9.297, -6.885)
H (-5.644, -9.935, -8.031)
H (-6.605, -11.161, -8.856)
H (-4.948, -10.803, -9.390)
H (-5.686, -12.056, -6.684)
H (-5.092, -12.940, -8.081)
H (-1.620, -11.905, -5.396)
H (-1.267, -10.159, -5.264)
H (-1.158, -10.963, -6.852)
C (4.052, 7.639, 0.306)
C (5.498, 7.188, 0.400)
O (6.124, 7.105, -0.891)
S (6.514, 8.469, -1.636)
C (7.482, 7.752, -2.928)
O (7.373, 9.236, -0.782)
O (5.335, 9.036, -2.220)
H (3.980, 8.663, -0.063)
H (3.571, 7.603, 1.285)
H (3.495, 7.007, -0.387)
H (6.074, 7.841, 1.060)
H (5.532, 6.186, 0.830)
H (8.366, 7.289, -2.496)
H (7.769, 8.555, -3.605)
H (6.875, 7.020, -3.457)

Force components x, y, z for each atom (eV/Å):
O -0.024 0.263 -0.168
C 0.481 -0.482 2.082
O 0.368 1.702 -0.422
C 0.181 -1.309 -0.922
C -0.566 1.064 -0.063
F -0.994 0.531 -0.853
O -1.226 -1.966 -1.139
C 0.251 2.087 -1.535
C 0.005 -1.034 0.246
S 0.651 0.155 -0.209
C 0.100 -0.593 -0.604
N -1.821 0.926 1.570
N 0.285 2.085 1.093
C 0.056 -1.284 -0.833
O 0.912 -1.290 -0.938
H 0.020 -0.017 1.283
H -0.777 -0.221 -0.253
H 0.528 -0.216 1.001
H 1.088 0.057 -0.209
H 0.573 -0.848 0.336
H 0.786 0.367 0.436
H -0.484 0.927 -0.337
H 0.250 -0.332 0.775
H -0.840 -0.594 0.085
C -0.046 0.289 -0.029
C -0.350 -0.330 -0.736
O -0.121 0.397 0.441
S 1.140 -0.179 0.287
C -0.040 -0.097 0.065
O 0.044 0.199 -0.644
O -0.535 -0.192 -0.025
H 0.011 -0.044 -0.005
H 0.040 -0.082 0.093
H -0.029 -0.074 -0.004
H 0.054 0.100 0.145
H 0.087 0.208 0.344
H 0.072 -0.047 -0.083
H -0.086 0.016 -0.179
H -0.060 -0.055 0.013
C 0.119 0.251 0.095
C 0.163 -0.004 -0.914
O -0.135 0.267 0.474
S 0.030 -0.854 0.584
C 0.029 -0.176 0.006
O 0.356 0.141 -0.378
O -0.289 0.290 -0.256
H 0.007 -0.094 -0.011
H -0.078 -0.110 0.040
H -0.054 -0.029 -0.059
H 0.002 0.050 0.215
H -0.084 0.037 0.369
H 0.044 0.016 -0.052
H -0.025 0.061 -0.152
H -0.031 0.016 -0.084
C -0.273 0.034 -0.115
C -0.016 0.481 0.797
O -0.180 -0.032 -0.545
S 0.466 -0.741 -0.093
C 0.104 -0.091 0.034
O -0.318 0.055 0.281
O 0.110 0.414 -0.049
H 0.047 0.004 0.027
H 0.108 -0.056 -0.046
H 0.078 0.033 0.033
H -0.072 -0.075 -0.180
H -0.011 -0.170 -0.332
H -0.034 0.027 0.058
H -0.026 0.091 0.101
H -0.017 0.068 0.020
C 0.092 0.314 0.080
C -0.957 -0.012 -0.352
O 0.479 0.277 0.375
S 0.428 -0.621 -0.296
C 0.044 -0.110 -0.089
O -0.147 0.333 -0.267
O -0.208 -0.060 0.340
H -0.010 -0.045 0.003
H 0.090 -0.156 -0.006
H -0.088 -0.076 -0.024
H 0.198 0.080 0.093
H 0.314 0.021 0.122
H -0.048 0.038 -0.035
H -0.125 0.019 -0.014
H -0.053 0.011 0.028
C 0.078 0.290 0.059
C -0.881 0.043 -0.328
O 0.404 0.212 0.381
S 0.538 -0.546 -0.321
C 0.025 -0.140 -0.053
O -0.160 0.285 -0.234
O -0.269 -0.030 0.330
H -0.024 -0.047 -0.009
H 0.061 -0.115 0.023
H -0.056 -0.075 0.009
H 0.180 0.070 0.078
H 0.344 0.003 0.151
H -0.041 0.033 -0.040
H -0.127 0.027 -0.016
H -0.059 0.013 0.026
C 0.031 0.214 -0.206
C -0.621 0.088 0.808
O 0.386 0.260 -0.505
S 0.070 -0.780 -0.041
C 0.029 -0.133 0.010
O -0.350 0.121 -0.053
O 0.219 0.235 0.201
H -0.023 -0.032 0.038
H 0.058 -0.111 -0.022
H -0.019 -0.019 0.113
H 0.106 0.050 -0.207
H 0.226 -0.032 -0.299
H -0.063 0.020 0.021
H -0.065 0.046 0.099
H -0.006 0.044 0.053

Calculated total energy in eV: -153433.9501
E_HOMO in eV: -8.819
Max |F| in hartree/bohr: 0.0506
LUMO energy in eV: 0.27
Kohn-Sham gap in eV: 9.1

Löwdin atomic charge list, values in e, 99 entries:
1 O 0.1632
2 C -0.5423
3 O -0.0325
4 C -0.1040
5 C -0.1082
6 F -0.0815
7 O -0.0040
8 C -0.2185
9 C -0.3921
10 S 0.9939
11 C -0.6189
12 N 0.0420
13 N 0.0368
14 C -0.1498
15 O -0.0020
16 H 0.0922
17 H 0.1486
18 H 0.1007
19 H 0.1336
20 H 0.1266
21 H 0.1386
22 H 0.0688
23 H 0.0957
24 H 0.1385
25 C -0.0690
26 C -0.2571
27 O -0.2507
28 S 0.5864
29 C -0.1070
30 O -0.3095
31 O -0.2711
32 H 0.0692
33 H 0.0805
34 H 0.0846
35 H 0.1186
36 H 0.0988
37 H 0.0764
38 H 0.0671
39 H 0.0577
40 C -0.0677
41 C -0.2453
42 O -0.2575
43 S 0.5878
44 C -0.1147
45 O -0.2835
46 O -0.2734
47 H 0.0406
48 H 0.0846
49 H 0.0852
50 H 0.1188
51 H 0.0991
52 H 0.0800
53 H 0.0580
54 H 0.0752
55 C -0.0746
56 C -0.2571
57 O -0.2590
58 S 0.5904
59 C -0.1128
60 O -0.2764
61 O -0.2751
62 H 0.0677
63 H 0.0822
64 H 0.0863
65 H 0.1162
66 H 0.1222
67 H 0.0751
68 H 0.0773
69 H 0.0773
70 C -0.0721
71 C -0.2527
72 O -0.2646
73 S 0.5852
74 C -0.1204
75 O -0.2701
76 O -0.2863
77 H 0.0686
78 H 0.0855
79 H 0.0815
80 H 0.1188
81 H 0.1055
82 H 0.0747
83 H 0.0751
84 H 0.0739
85 C -0.0753
86 C -0.2577
87 O -0.2614
88 S 0.5791
89 C -0.1158
90 O -0.2813
91 O -0.2738
92 H 0.0690
93 H 0.0820
94 H 0.0858
95 H 0.1160
96 H 0.1223
97 H 0.0761
98 H 0.0742
99 H 0.0761